Entry 1:
An isolated molecule of C15H18N2O2, computed with ωB97M-V/def2-TZVPD.

The LUMO energy is -0.2091 eV. The value obtained for the gap between HOMO and LUMO is 8.7997 eV. As for the net charge: 0. As for the structure (SMILES): CCC(=O)OCCc1cc(CC)c2nccnc2c1. Its calculated total energy is -842.3890 a.u.

Geometry (Å):
O  2.5459  1.1704  1.2084
O  4.6590  0.7945  0.5021
N  -1.0676  0.5399  -3.0746
N  -2.2689  -1.4235  -1.4516
C  -0.7064  0.6977  1.0305
C  -1.7464  -0.4537  -3.5679
C  -0.0749  1.6774  0.2293
C  -1.4486  -0.3144  0.5066
C  -2.0998  -1.3499  1.3762
C  -1.5755  -0.3906  -0.9019
C  -3.6390  -1.3840  1.2928
C  -0.9622  0.5891  -1.7178
C  2.2621  2.4439  0.6031
C  2.4927  -1.8042  1.0544
C  2.9644  -0.8286  -0.0231
C  3.5097  0.4418  0.5610
C  -2.3473  -1.4464  -2.7494
C  -0.2172  1.6214  -1.1260
C  0.7974  2.7285  0.8632
H  3.2831  -2.0048  1.7763
H  -3.9833  -2.3445  0.9213
H  -1.8450  -0.5195  -4.6454
H  1.6141  -1.4318  1.5767
H  0.2450  2.3544  -1.7748
H  2.2268  -2.7534  0.5908
H  3.7531  -1.2697  -0.6292
H  -1.7911  -1.1584  2.4038
H  -1.6905  -2.3224  1.1019
H  -4.0768  -1.2004  2.2707
H  2.1204  -0.5845  -0.6725
H  -2.8910  -2.2608  -3.2149
H  2.9202  3.2018  1.0253
H  2.4412  2.3829  -0.4729
H  -4.0006  -0.6199  0.6065
H  0.6347  2.7492  1.9412
H  -0.5789  0.7574  2.1047
H  0.5413  3.7151  0.4752

=====

Entry 2:
A cluster of 3 separate species, C42H69F7N3O8PS in total, computed with ωB97M-V/def2-TZVPD.

The LUMO energy is 0.4447 eV. The value obtained for the gap between HOMO and LUMO is 8.3805 eV. As for the net charge: 0. As for the structure (SMILES): CCCCCCCCCCc1c(NCC)c(OCCC)c2c(c1P(N)O)Sc1cccc(C(F)(F)C(F)(F)C(F)(F)F)c1N2.COCCOCCOC.COCCOCCOC. Its calculated total energy is -3846.4703 a.u.

Geometry (Å):
S  -1.1495  1.3331  -2.8458
P  0.0508  -1.6945  -3.2329
F  -6.6060  1.8826  -0.2451
F  -4.9394  4.8692  0.3007
F  -4.2369  3.0907  1.3030
F  -6.4743  3.8970  2.5953
F  -8.1335  2.7200  1.9380
F  -7.2218  3.9606  -0.0960
F  -6.2843  1.7540  2.3969
O  -2.3993  5.1909  -9.9524
O  -0.7793  4.8388  -6.9257
O  3.7338  -7.9155  6.4431
O  -2.3979  0.0767  1.9799
O  -1.2240  7.5382  -8.3386
O  2.9387  -5.0813  5.5352
O  4.1416  -5.0844  8.3669
O  0.9826  -0.4377  -3.7383
N  -1.3610  -2.3337  1.8411
N  -1.2879  -1.5603  -4.2931
N  -2.3421  1.9603  -0.1734
C  -1.2094  6.0674  -6.3642
C  3.4139  0.1530  2.8192
C  -3.4998  -3.3265  0.9012
C  -5.0198  3.5700  -2.2295
C  -1.2873  -1.5275  0.6757
C  3.9551  -7.2960  5.1873
C  4.0948  0.8024  0.4469
C  -3.3908  2.6188  -3.7101
C  4.1868  -0.5765  -0.2594
C  -3.1135  2.4118  -1.2788
C  -4.3113  3.1254  -1.1049
C  1.5145  -3.3136  -0.6851
C  -2.0104  6.8707  -7.3640
C  0.1388  2.4236  3.5620
C  -6.8128  2.8446  1.8832
C  -6.3946  3.0239  0.4052
C  3.9066  -0.8749  3.8409
C  -2.6657  -2.9489  2.1217
C  -3.6473  5.0873  -10.5981
C  -4.9163  3.5107  0.2255
C  -0.6630  -1.9710  -0.5064
C  -0.3183  1.2091  2.7177
C  2.1606  -2.1302  0.0658
C  4.6476  -2.0754  3.2568
C  4.1465  -5.8045  5.3439
C  3.0152  -9.1224  6.3330
C  -1.8279  1.1828  2.6981
C  -1.8320  -0.2328  0.7795
C  -0.0263  -3.3380  -0.5897
C  -1.1878  0.1849  -1.4812
C  -1.7905  0.6462  -0.3078
C  5.0793  -4.2222  8.9682
C  2.3049  -5.1778  6.8018
C  0.3543  4.3154  -6.2722
C  2.8545  -1.0896  -0.8262
C  -4.5703  3.3284  -3.5244
C  -2.6852  2.1783  -2.5918
C  4.4965  0.7778  1.9259
C  -0.6480  6.7518  -9.3712
C  -1.6335  6.2889  -10.4204
C  -0.6373  -1.1010  -1.6167
C  2.9941  -4.3976  7.8984
H  4.6404  1.8183  2.2189
H  2.9485  -2.5417  0.6950
H  -0.0849  5.9102  -8.9639
H  0.1183  1.3274  1.7267
H  -0.6476  -3.0422  1.8400
H  3.0448  -1.5307  -1.8028
H  2.2178  -0.2234  -1.0033
H  -4.2413  5.9977  -10.4546
H  5.4032  -3.4426  8.2684
H  4.9080  -0.4559  -1.0664
H  -0.6725  3.1508  3.6172
H  -1.7721  -2.4483  -4.3432
H  5.4669  0.2972  2.0410
H  2.9673  0.9617  3.3989
H  5.2000  -2.5839  4.0466
H  4.7095  1.5217  -0.0892
H  2.6093  -0.2704  2.2193
H  -4.1815  4.2507  -10.1517
H  -2.9348  -3.9664  0.2265
H  2.0386  -8.9571  5.8627
H  1.1909  5.0228  -6.3034
H  0.0641  7.4171  -9.8642
H  -3.0141  2.4256  -4.7039
H  2.2962  -4.2717  8.7379
H  0.0907  0.3108  3.1714
H  -0.2889  -3.9659  0.2525
H  1.4583  -1.6548  0.7504
H  -2.5096  -3.8501  2.7114
H  -2.1749  1.0619  3.7228
H  2.8552  -9.5039  7.3396
H  -3.5263  4.9001  -11.6713
H  1.8333  -3.3064  -1.7214
H  4.8627  -7.7275  4.7430
H  2.1548  -6.2184  7.0950
H  3.0665  1.1642  0.3947
H  0.9715  2.9453  3.1013
H  -0.3477  6.6592  -6.0338
H  -2.2525  2.1095  2.3266
H  5.3778  -1.7847  2.5078
H  0.5612  0.0437  -4.4607
H  -5.1372  3.7092  -4.3585
H  -2.5092  7.6707  -6.8124
H  3.9419  -2.7992  2.8571
H  -5.9306  4.1343  -2.1055
H  -0.4318  -3.8311  -1.4740
H  -1.0793  5.9708  -11.3141
H  -1.6067  2.6206  0.0605
H  4.8732  -5.5785  6.1263
H  0.1248  4.0724  -5.2270
H  3.5739  -9.8673  5.7545
H  3.1088  -7.4809  4.5151
H  4.5321  -0.3788  4.5838
H  5.9433  -4.8196  9.2523
H  -2.7852  6.2577  -7.8286
H  4.6351  -1.2935  0.4249
H  1.8853  -4.2359  -0.2424
H  -1.8441  5.8491  -5.4932
H  0.3868  2.1422  4.5799
H  -1.9705  -0.8647  -4.0004
H  4.6659  -3.7481  9.8663
H  4.5511  -5.4248  4.4026
H  3.2702  -3.4075  7.5160
H  -3.8888  -2.4523  0.3859
H  1.3191  -4.7306  6.6554
H  0.6467  3.4043  -6.7910
H  -4.3609  -3.9093  1.2265
H  -3.2431  -2.2793  2.7582
H  3.0362  -1.2569  4.3757
H  -2.2894  7.1249  -10.6902

=====

Entry 3:
A structure of composition C25H27AsCl5IIrPS6Sb, computed with ωB97M-V/def2-TZVPD.

The LUMO energy (spin up / spin down) is 3.4143 / 3.4200 eV. The value obtained for the gap between HOMO and LUMO (spin up / spin down) is 5.0970 / 5.1034 eV. As for the net charge: -2. The multiplicity is 2. Its calculated total energy is -8878.4122 a.u. The expectation value of S² is 0.763.

Geometry (Å):
Ir  0.2118  -0.3006  0.5869
I  -2.6229  1.7127  1.9557
Sb  3.3830  -4.6550  1.9049
As  0.9576  2.1344  0.5164
Cl  5.9718  2.4740  4.0356
Cl  3.1717  1.4114  4.8685
Cl  7.0419  1.8764  1.1409
Cl  1.5994  -0.4619  3.0159
Cl  5.6475  -0.2625  -0.5922
S  -0.6008  -0.8339  -1.9793
S  1.5193  -2.3548  0.3762
S  -1.0413  -3.9624  -3.2908
S  3.5940  -3.8068  4.0695
S  3.5070  -2.0722  0.6783
S  5.6031  -5.3117  1.5441
P  -1.7865  -2.4444  -2.2952
C  0.6114  3.3271  3.1847
C  -2.4465  -3.7471  1.5327
C  -5.0241  -0.2627  -4.7344
C  3.1962  0.0012  2.5778
C  2.5556  2.1579  -0.6358
C  -4.1377  -0.8983  -2.5911
C  -4.3870  -4.3226  0.2502
C  4.9722  0.1632  0.9368
C  -5.0651  -0.2059  -3.3491
C  3.7537  -0.4524  1.3385
C  -3.7065  -4.3139  1.4583
C  -3.1720  -1.6750  -3.2204
C  3.8729  0.8849  3.3820
C  -4.0597  -1.0369  -5.3602
C  5.1001  1.4294  2.9838
C  3.4700  3.3516  -0.4199
C  -3.8320  -3.7302  -0.8683
C  1.5937  3.2554  2.0239
C  -2.5850  -3.1194  -0.7827
C  -3.1433  -1.7477  -4.6072
C  -1.8801  -3.1718  0.4097
C  5.6128  1.0920  1.7112
C  -0.6640  2.9881  -1.7372
C  -0.1202  3.5121  -0.4149
C  -1.9640  -0.1955  1.1342
H  -2.6344  -0.3243  0.2814
H  3.9185  3.3201  0.5736
H  2.5402  2.8363  2.3701
H  0.3955  2.3240  3.5521
H  -4.1536  -4.7573  2.3385
H  2.9108  4.2844  -0.5235
H  -0.3283  3.7895  2.8751
H  -1.1271  2.0078  -1.5922
H  -2.2647  -0.9101  1.8999
H  -1.9045  -3.7462  2.4681
H  -4.1546  -0.8340  -1.5102
H  -5.8307  0.3840  -2.8629
H  3.1055  1.2313  -0.4660
H  1.0305  3.9102  4.0075
H  -0.8877  -2.7365  0.4674
H  1.7907  4.2594  1.6349
H  -2.3901  -2.3641  -5.0847
H  -1.4013  3.6761  -2.1534
H  -5.7316  0.3065  -5.3265
H  -5.3595  -4.7934  0.1818
H  2.1949  2.1236  -1.6686
H  0.4940  4.4072  -0.5764
H  0.1377  2.8702  -2.4672
H  -4.3633  -3.7429  -1.8113
H  -0.9502  3.7896  0.2418
H  4.2801  3.3571  -1.1468
H  -4.0248  -1.0945  -6.4404

=====

Entry 4:
A structure of composition C32H37ClCoN2Si2, computed with ωB97M-V/def2-TZVPD.

The LUMO energy (spin up / spin down) is -2.1306 / -5.0889 eV. The value obtained for the gap between HOMO and LUMO (spin up / spin down) is 7.2635 / 5.7037 eV. As for the net charge: +1. The multiplicity is 5. Its calculated total energy is -3772.7836 a.u. The expectation value of S² is 6.016.

Geometry (Å):
Co  0.1203  -0.2370  -0.7270
Cl  2.5660  0.6159  -3.0769
Si  1.0459  0.1187  -6.6436
Si  0.4647  0.2232  -3.0251
N  1.9756  -0.9837  -0.4175
N  0.7424  1.6570  -0.3051
C  0.6278  -1.2086  -9.0823
C  1.0649  3.7279  -9.5829
C  -0.1206  -1.3232  -3.9184
C  2.2790  0.7333  1.4078
C  2.5995  -0.6652  0.9145
C  2.1946  -2.3301  -7.6057
C  2.2274  2.9751  -9.4053
C  0.7279  -2.2644  -9.9947
C  -1.4025  -1.3667  -4.4978
C  -0.4441  -1.7015  0.6669
C  -0.5245  1.7633  -3.4726
C  0.5940  -2.5201  -3.7345
C  1.5622  -3.3548  -9.7255
C  2.1034  1.7618  0.3031
C  -2.5805  3.0810  -3.5565
C  -0.9545  -1.9556  -0.6397
C  0.0667  2.6844  -4.3541
C  -1.7174  0.1126  0.0479
C  -1.2334  -3.7693  -4.7221
C  2.3149  -3.3607  -8.5421
C  -1.9368  -2.5750  -4.9374
C  -0.6705  3.7447  -4.8861
C  0.0310  -3.7407  -4.1219
C  -1.7612  -0.8443  -1.0181
C  -0.0551  3.4636  -8.7857
C  1.1342  1.6638  -7.6811
C  2.2844  1.9789  -8.4251
C  -0.9119  -0.4262  1.0899
C  -0.0331  2.4153  -7.8632
C  -1.8448  2.0078  -3.0367
C  1.3161  -1.2584  -7.8581
C  -2.0019  3.9318  -4.5022
H  1.6167  -4.1927  -10.4248
H  -0.9521  4.0759  -8.8950
H  3.6861  -0.8020  0.8286
H  3.1187  1.0436  2.0415
H  -2.3428  -0.7618  -1.9286
H  -0.9349  2.1812  -7.2959
H  0.5727  -4.6812  -3.9657
H  1.0226  4.5219  -10.3324
H  -0.3789  0.0120  -6.2927
H  2.7837  -2.3389  -6.6845
H  -0.7899  -2.8537  -1.2212
H  -0.2147  4.4227  -5.6161
H  0.0133  -0.3405  -9.3349
H  1.9242  -2.0006  -0.5310
H  0.6662  2.2710  -1.1206
H  1.3821  0.6921  2.0527
H  3.2154  1.4277  -8.2669
H  3.0948  3.1688  -10.0377
H  0.1450  -2.2323  -10.9167
H  1.6015  -2.4947  -3.3052
H  -3.6129  3.2608  -3.2419
H  -1.6759  -4.7302  -4.9986
H  -1.9626  -0.4466  -4.6497
H  1.1022  2.5409  -4.6691
H  2.2146  2.7716  0.7115
H  -2.5838  4.7482  -4.9304
H  -2.9037  -2.6028  -5.4452
H  2.2342  -1.4005  1.6359
H  -2.2659  1.0462  0.0895
H  0.0544  2.0489  0.3424
H  0.1135  -2.3975  1.2810
H  -2.3206  1.3482  -2.3088
H  -0.7513  0.0077  2.0698
H  1.8937  0.0995  -5.3894
H  2.6017  -0.6767  -1.1705
H  2.9950  -4.1905  -8.3408
H  2.8462  1.6257  -0.4924